1.
6
Properties=species:S:1:pos:R:3:nbo_charge:R:1 method="wB97M-V/def2-TZVPD" e_above_lowest_ev=2.651 gap_ev="8.218 / 7.453" homo_ha="-0.339 / -0.310"
N -0.597 -0.433 -0.338 -0.86
P -1.570 0.287 0.600 0.77
H 1.542 -0.789 -0.491 0.01
H 1.551 1.123 -0.286 -0.06
P 1.763 0.144 0.567 0.22
H -2.689 -0.332 -0.052 -0.08

***

2.
7
Properties=species:S:1:pos:R:3:nbo_charge:R:1 method="wB97M-V/def2-TZVPD" e_above_lowest_ev=1.359 smiles="PNP=S" gap_ev=8.124 homo_ha=-0.323
P -1.606 -0.665 -0.197 0.47
H -2.075 0.468 0.374 -0.04
H -1.313 -0.150 -1.573 -0.02
S 3.032 0.126 0.061 -0.50
P 1.483 -0.983 0.441 0.87
N 0.209 0.074 0.615 -1.21
H 0.270 1.131 0.280 0.42

***

3.
4
Properties=species:S:1:pos:R:3:nbo_charge:R:1 method="wB97M-V/def2-TZVPD" e_above_lowest_ev=0.000 charge=+2 gap_ev="23.249 / 14.937" s2=0.753 spin_multiplicity=2 homo_ha="-1.402 / -1.457"
H -0.646 0.758 -0.062 0.69
O -0.070 -0.115 0.048 -0.08
H 0.091 -0.612 -0.825 0.68
H 0.625 -0.031 0.839 0.70

***

Number 1: total energy -739.09182 hartree. Number 2: total energy -1137.40696 hartree. Number 3: total energy -75.82343 hartree.